Formula: C25H28BI2N3O15P
Source: OMol25
Level of theory: ωB97M-V with the def2-TZVPD basis set

Computed properties:
Multiplicity: 1
E_LUMO: -3.4 eV
Gap between HOMO and LUMO: 7.1681 eV
Total charge: +1

Last column: Löwdin charge in e.
Atoms and positions in Å:
I -8.113 -2.609 5.560  1.063
I -9.062 -4.692 1.152  1.031
P -3.065 -3.414 4.498  1.040
O -4.803 -6.313 4.370  0.204
O 3.747 -0.793 -8.175  0.119
O 3.393 4.129 -5.868  0.102
O -6.412 -2.258 1.660  0.034
O 4.802 0.748 2.756  0.141
O 0.260 -0.285 2.165  0.055
O 6.963 6.446 -5.058  0.124
O 2.710 3.793 -8.328  0.106
O 6.902 3.738 -0.328  0.109
O 4.363 -0.468 -5.695  0.102
O 0.174 0.935 -0.109  0.120
O 4.706 2.008 0.497  0.109
O -5.461 -5.260 6.396  0.197
O 8.458 7.203 -3.105  0.104
O 5.495 2.913 -2.327  0.085
N -6.868 -4.330 3.493  0.009
N -5.457 -2.669 2.554  0.084
N -4.817 -3.813 4.456  -0.053
C -8.087 -3.633 3.759  -0.821
C 7.005 4.446 -1.437  -0.228
C 3.620 0.436 -7.707  -0.233
C -3.150 -1.557 4.551  -0.385
C 3.189 1.479 -8.433  0.072
C -2.701 -0.748 3.324  -0.146
C 1.331 0.215 1.839  -0.300
C -5.675 -3.584 3.481  -0.394
C 6.107 4.635 -3.822  0.075
C -10.484 -3.012 3.276  -0.190
C 2.438 1.558 0.034  0.089
C 7.790 6.219 -2.844  -0.310
C 2.537 0.142 2.614  0.071
C 1.343 0.953 0.512  -0.226
C 3.096 2.769 -7.793  -0.310
C 3.642 0.745 2.139  -0.219
C 6.131 3.927 -2.568  -0.299
C 3.935 1.856 -5.605  0.071
C 3.650 1.498 0.817  -0.280
C 6.888 5.716 -3.961  -0.225
C -9.163 -3.656 2.980  -0.780
C -2.500 -3.859 2.804  -0.252
C 3.506 2.896 -6.336  -0.231
C 7.792 5.525 -1.578  0.072
C 4.009 0.562 -6.243  -0.306
B -5.024 -5.200 5.121  -0.813
H -10.409 -1.931 3.138  0.090
H -4.972 -4.755 7.053  0.125
H -0.430 0.434 0.474  0.112
H 5.421 1.260 2.197  0.131
H 6.230 3.042 -0.498  0.079
H -3.291 -4.078 2.086  0.047
H -6.980 -4.930 2.676  0.052
H 3.057 4.679 -6.605  0.125
H -11.264 -3.377 2.613  0.056
H 2.525 -0.392 3.553  0.136
H 2.460 2.083 -0.910  0.142
H -3.970 -6.381 3.896  0.112
H -2.503 -1.309 5.394  0.070
H -2.942 -1.212 2.363  0.052
H -1.888 -4.755 2.906  0.040
H 7.613 7.154 -4.866  0.122
H -6.652 -3.019 1.100  0.064
H -3.187 0.229 3.345  0.087
H 8.421 5.900 -0.784  0.135
H 4.228 1.944 -4.566  0.120
H -1.626 -0.573 3.352  0.052
H 5.459 4.260 -4.601  0.107
H -4.164 -1.290 4.860  0.075
H -10.784 -3.203 4.307  0.058
H -4.615 -2.108 2.528  0.122
H 4.076 -1.332 -7.426  0.120
H -1.858 -3.075 2.401  0.041
H 2.908 1.394 -9.473  0.137